{
  "formula": "C42H105N7O14",
  "method": "ωB97M-V with the def2-TZVPD basis set",
  "elements": ["C", "O", "C", "C", "N", "C", "C", "O", "C", "H", "H", "H", "H", "H", "H", "H", "H", "H", "H", "H", "H", "H", "H", "H", "C", "O", "C", "C", "N", "C", "C", "O", "C", "H", "H", "H", "H", "H", "H", "H", "H", "H", "H", "H", "H", "H", "H", "H", "C", "O", "C", "C", "N", "C", "C", "O", "C", "H", "H", "H", "H", "H", "H", "H", "H", "H", "H", "H", "H", "H", "H", "H", "C", "O", "C", "C", "N", "C", "C", "O", "C", "H", "H", "H", "H", "H", "H", "H", "H", "H", "H", "H", "H", "H", "H", "H", "C", "O", "C", "C", "N", "C", "C", "O", "C", "H", "H", "H", "H", "H", "H", "H", "H", "H", "H", "H", "H", "H", "H", "H", "C", "O", "C", "C", "N", "C", "C", "O", "C", "H", "H", "H", "H", "H", "H", "H", "H", "H", "H", "H", "H", "H", "H", "H", "C", "O", "C", "C", "N", "C", "C", "O", "C", "H", "H", "H", "H", "H", "H", "H", "H", "H", "H", "H", "H", "H", "H", "H"],
  "xyz": [[13.672, 17.171, -1.582], [14.818, 18.030, -1.507], [15.132, 18.590, -2.764], [16.364, 19.470, -2.602], [16.722, 19.826, -3.972], [18.080, 20.417, -4.060], [18.018, 21.104, -5.443], [17.197, 22.264, -5.261], [17.333, 23.287, -6.255], [13.463, 16.660, -0.642], [13.859, 16.380, -2.307], [12.791, 17.775, -1.797], [14.405, 19.253, -3.233], [15.391, 17.785, -3.452], [17.178, 18.897, -2.156], [16.088, 20.399, -2.105], [16.001, 20.428, -4.343], [18.907, 19.708, -4.038], [18.296, 21.112, -3.248], [17.715, 20.509, -6.305], [19.064, 21.318, -5.665], [16.802, 22.856, -7.104], [18.359, 23.461, -6.580], [16.801, 24.210, -6.025], [15.374, 31.248, 1.467], [14.780, 30.101, 2.070], [15.264, 28.882, 1.357], [15.016, 27.683, 2.223], [15.292, 26.358, 1.580], [15.463, 25.342, 2.683], [15.339, 23.910, 2.054], [13.954, 23.786, 1.731], [13.677, 22.597, 1.052], [14.979, 32.019, 2.128], [14.906, 31.414, 0.497], [16.455, 31.252, 1.326], [16.337, 28.926, 1.171], [14.740, 28.741, 0.412], [13.987, 27.793, 2.567], [15.590, 27.841, 3.136], [14.446, 26.134, 1.077], [14.717, 25.458, 3.469], [16.440, 25.350, 3.165], [15.686, 23.150, 2.754], [15.953, 23.899, 1.153], [12.639, 22.504, 0.733], [13.932, 21.790, 1.739], [14.285, 22.445, 0.160], [16.740, 22.563, 0.894], [17.726, 21.504, 0.694], [17.411, 20.561, -0.306], [18.612, 19.800, -0.770], [19.379, 20.348, -1.858], [20.087, 21.591, -1.451], [21.026, 22.057, -2.695], [20.562, 23.256, -3.320], [19.364, 23.015, -4.061], [16.867, 23.053, 1.860], [15.715, 22.194, 0.921], [16.825, 23.323, 0.117], [16.971, 21.138, -1.120], [16.649, 19.860, 0.033], [18.193, 18.883, -1.184], [19.296, 19.624, 0.060], [20.168, 19.785, -2.141], [20.681, 21.507, -0.541], [19.423, 22.431, -1.250], [21.175, 21.330, -3.493], [22.034, 22.269, -2.338], [19.508, 22.566, -5.043], [18.828, 23.927, -4.324], [18.568, 22.428, -3.603], [17.513, 26.324, 1.332], [18.196, 26.019, 0.147], [17.973, 24.836, -0.607], [18.816, 24.887, -1.895], [18.345, 25.978, -2.794], [19.464, 26.036, -3.853], [19.318, 27.280, -4.681], [19.968, 28.384, -3.979], [20.125, 29.532, -4.802], [17.547, 25.446, 1.976], [16.477, 26.586, 1.116], [17.896, 27.267, 1.723], [16.918, 24.859, -0.881], [18.022, 23.918, -0.021], [18.517, 23.967, -2.397], [19.849, 24.862, -1.549], [18.276, 26.852, -2.291], [19.310, 25.259, -4.601], [20.501, 26.008, -3.520], [18.293, 27.559, -4.923], [19.828, 27.030, -5.611], [19.326, 29.825, -5.483], [21.085, 29.533, -5.317], [20.421, 30.275, -4.063], [22.782, 20.183, -2.690], [21.480, 19.653, -2.473], [21.393, 18.439, -3.086], [20.048, 17.786, -2.622], [20.061, 17.573, -1.188], [19.035, 16.720, -0.631], [18.833, 16.916, 0.877], [18.573, 18.309, 1.096], [17.936, 18.650, 2.317], [23.051, 20.105, -3.743], [23.466, 19.666, -2.018], [22.783, 21.191, -2.274], [22.257, 17.812, -2.864], [21.438, 18.476, -4.174], [19.997, 16.824, -3.131], [19.173, 18.354, -2.939], [19.860, 18.484, -0.802], [19.214, 15.696, -0.961], [18.084, 17.036, -1.061], [19.766, 16.543, 1.301], [18.019, 16.254, 1.173], [17.590, 19.682, 2.369], [18.599, 18.427, 3.153], [17.024, 18.053, 2.331], [16.577, 22.500, -2.197], [15.314, 22.824, -1.678], [15.110, 24.195, -1.248], [15.344, 25.273, -2.362], [14.714, 24.903, -3.635], [15.321, 25.697, -4.680], [14.494, 25.579, -5.966], [14.899, 24.270, -6.618], [14.446, 24.216, -7.986], [17.320, 23.095, -1.666], [16.637, 22.788, -3.247], [16.896, 21.459, -2.161], [15.774, 24.353, -0.399], [14.062, 24.319, -0.974], [16.431, 25.217, -2.430], [15.074, 26.280, -2.043], [14.966, 23.945, -3.829], [16.352, 25.367, -4.811], [15.439, 26.708, -4.290], [14.734, 26.344, -6.704], [13.417, 25.534, -5.802], [14.794, 23.288, -8.441], [14.745, 25.069, -8.596], [13.364, 24.092, -7.973], [18.480, 21.401, 2.322], [19.053, 22.028, 3.533], [19.356, 21.051, 4.566], [20.507, 20.043, 4.244], [21.800, 20.677, 3.956], [22.806, 19.624, 3.741], [22.693, 19.010, 2.407], [22.622, 19.917, 1.238], [22.060, 19.406, 0.026], [17.593, 20.799, 2.518], [19.173, 20.919, 1.632], [18.196, 22.272, 1.732], [18.465, 20.538, 4.928], [19.646, 21.714, 5.381], [20.195, 19.477, 3.366], [20.471, 19.274, 5.016], [21.749, 21.108, 3.044], [22.869, 18.879, 4.534], [23.815, 20.032, 3.780], [21.820, 18.362, 2.315], [23.578, 18.384, 2.295], [22.709, 18.635, -0.388], [21.868, 20.124, -0.772], [21.092, 18.958, 0.251]],
  "max_force_ev_per_a": 9.38,
  "homo_ha": -0.2470,
  "de_lowest_kcal_mol": 574.3
}